*a*
The following is a DFT calculation (the ωB97M-V functional and the def2-TZVPD basis) of the ion C3H5N2O with charge +1.

Geometry (Å):
1 C -1.8090 0.8632 0.0084
2 N -1.0296 -0.0500 -0.3408
3 C -0.0665 -0.9715 0.0106
4 O -0.4118 -2.1998 0.0603
5 N 1.1002 -0.3831 0.2180
6 C 1.8112 0.6139 0.0271
7 H -1.9661 1.3081 1.0631
8 H -2.3392 1.5039 -0.7385
9 H 0.3702 -2.8175 -0.2355
10 H 2.4049 0.9961 0.7922
11 H 1.9358 1.1368 -0.8648

Calculated values
Total charge ... +1
Frontier orbital gap ... 9.765 eV
Structure (SMILES) ... C=NC(O)=[N+]=C
2S+1 ... 1
E_HOMO ... -15.00 eV

Löwdin population analysis, charges in e, atoms 1 to 2: atom 1 (C): 0.08, atom 2 (N): 0.13

---

*b*
The following is a DFT calculation (the ωB97M-V functional and the def2-TZVPD basis) of the ion C3H5N2O with charge +1.

Geometry (Å):
1 C 0.9481 0.3863 -2.1483
2 N 1.1206 0.2508 -0.9610
3 C 0.1851 0.5954 0.3301
4 O -0.0177 1.8402 0.4398
5 N -0.1067 -0.3961 1.0748
6 C -0.7118 -1.2213 1.9079
7 H -0.0066 0.5990 -2.7770
8 H 1.8031 0.3361 -2.7991
9 H -0.5368 1.9304 1.2020
10 H -0.1466 -1.8065 2.6300
11 H -1.7564 -1.5263 1.7618

Calculated values
Total charge ... +1
Frontier orbital gap ... 8.398 eV
Structure (SMILES) ... C=NC(O)=[N+]=C
2S+1 ... 1
E_HOMO ... -14.27 eV

Löwdin population analysis, charges in e, atoms 1 to 2: atom 1 (C): -0.04, atom 2 (N): 0.11

---

*c*
The following is a DFT calculation (the ωB97M-V functional and the def2-TZVPD basis) of the ion C3H5N2O with charge +1.

Geometry (Å):
1 C -3.1621 0.6364 -0.1829
2 C -2.2346 -0.1017 0.0507
3 O -1.0880 -0.8490 -0.0716
4 N 0.0663 -0.2127 0.2813
5 C 1.1616 -0.3776 -0.3911
6 N 2.3409 0.0241 -0.0102
7 H -3.8916 1.3662 0.0117
8 H 0.2139 0.2143 1.2113
9 H 1.1829 -1.0601 -1.2229
10 H 3.1123 -0.1444 -0.5735
11 H 2.2983 0.5044 0.8973

Calculated values
Total charge ... +1
Frontier orbital gap ... 10.088 eV
Structure (SMILES) ... C#CO/[NH+]=C/N
2S+1 ... 1
E_HOMO ... -14.25 eV

Löwdin population analysis, charges in e, atoms 1 to 2: atom 1 (C): 0.18, atom 2 (C): -0.12

---

*d*
The following is a DFT calculation (the ωB97M-V functional and the def2-TZVPD basis) of the ion C3H5N2O with charge +1.

Geometry (Å):
1 C 0.0742 -1.1399 -1.5101
2 N -0.3361 -0.0651 -0.6547
3 O -1.2288 0.6974 -1.0115
4 C 0.1483 0.0165 0.6210
5 C -0.1275 1.0352 1.4188
6 N -0.2793 1.7535 2.3248
7 H 0.6603 -1.8756 -1.0570
8 H -0.7331 -1.6167 -2.0014
9 H 0.8780 -0.7515 -2.2008
10 H 1.0492 -0.5133 1.0586
11 H -0.1052 2.4596 3.0123

Calculated values
Total charge ... +1
Frontier orbital gap (spin up / spin down) ... 8.853 / 8.855 eV
Structure (SMILES) ... C[N+](=O)C=C=N
2S+1 ... 1
E_HOMO (spin up / spin down) ... -15.07 / -15.07 eV

Löwdin population analysis, charges in e, atoms 1 to 2: atom 1 (C): 0.05, atom 2 (N): -0.23

---

Relative energy table, unit hartree: *a* 0.0000; *b* 0.0324; *c* 0.0785; *d* 0.0516